(1)
Below is a cluster of 6 separate species, C42H68Cl2F14N5O8S2 in total, with properties calculated with the ωB97M-V functional and the def2-TZVPD basis.

XYZ file:
```
141
Properties=species:S:1:pos:R:3
C -1.980 2.835 3.817
C -0.432 2.778 4.099
Cl 0.118 3.968 5.397
C 0.481 1.895 3.416
Cl 2.187 2.266 4.040
N 0.105 0.873 2.389
C 1.350 0.246 1.821
F 1.072 -0.948 1.042
F 2.252 -0.339 2.790
C 2.339 1.121 0.950
C 2.418 2.643 0.777
C 3.424 3.343 -0.164
C 4.418 2.509 -1.029
C 4.371 0.964 -0.860
C 5.325 -0.030 -1.695
F 4.515 -1.134 -2.130
F 6.383 -0.558 -0.908
F 5.767 0.611 -2.878
C 3.369 0.288 0.093
C -0.767 -0.279 2.975
N -0.209 -1.185 3.997
C 0.206 -2.348 3.654
S 1.433 -3.440 3.323
C -1.972 -0.770 1.966
C -2.262 -2.292 1.639
C -1.273 -3.131 0.735
C -1.751 -4.695 0.850
N -1.109 -5.451 -0.267
C -2.086 0.407 0.815
C -1.731 -0.160 -0.677
C -2.835 -0.931 -1.482
O -3.508 -1.945 -1.160
N -3.134 -0.463 -2.874
C -1.997 -0.758 -3.799
C -4.420 -1.065 -3.356
S -3.755 1.195 0.869
O -4.297 1.464 2.280
O -4.879 0.286 0.370
C -4.033 2.830 0.026
F -3.458 3.957 0.720
F -5.441 3.050 0.283
C -3.930 2.917 -1.552
F -4.805 1.915 -2.093
F -2.659 2.714 -2.130
C -4.462 4.293 -2.225
F -4.206 4.102 -3.632
F -5.853 4.478 -2.140
C -3.665 5.616 -1.835
F -4.350 6.328 -0.833
F -2.330 5.448 -1.433
F -3.626 6.479 -2.975
C -0.745 1.313 1.187
N -0.737 2.746 0.796
H -2.312 2.930 2.739
H -2.593 1.961 4.269
H -2.433 3.764 4.339
H 1.705 3.293 1.374
H 3.471 4.479 -0.315
H 5.162 2.956 -1.762
H 3.368 -0.856 0.165
H -1.441 0.314 3.723
H -2.917 -0.575 2.620
H -2.290 -2.838 2.666
H -3.367 -2.363 1.301
H -1.301 -2.911 -0.391
H -0.176 -3.145 1.037
H -2.891 -4.728 0.812
H -1.352 -5.121 1.851
H -1.777 -5.497 -1.058
H -0.304 -4.909 -0.644
H -1.368 0.688 -1.381
H -0.797 -0.842 -0.624
H -1.752 -1.875 -3.812
H -1.115 -0.112 -3.475
H -2.322 -0.388 -4.837
H -5.299 -0.868 -2.640
H -4.318 -2.180 -3.620
H -4.714 -0.540 -4.342
H -0.123 0.977 0.260
H -1.276 2.957 -0.038
H -0.698 3.438 1.527
C 9.586 0.279 -3.845
C 9.784 0.729 -2.406
C 10.396 -0.377 -1.560
O 8.526 1.109 -1.851
H 8.905 -0.577 -3.898
H 9.135 1.079 -4.439
H 10.537 -0.004 -4.304
H 10.430 1.611 -2.382
H 9.742 -1.255 -1.533
H 10.521 -0.044 -0.526
H 11.370 -0.679 -1.951
H 7.946 0.335 -1.868
C 8.455 4.908 -6.662
C 9.512 5.244 -5.622
C 10.629 4.212 -5.614
O 8.907 5.297 -4.331
H 7.992 3.939 -6.450
H 7.654 5.651 -6.649
H 8.886 4.876 -7.666
H 9.928 6.234 -5.826
H 10.240 3.219 -5.365
H 11.375 4.459 -4.854
H 11.125 4.159 -6.586
H 8.536 4.425 -4.140
C 1.759 -2.244 8.879
C 0.789 -2.279 7.708
C -0.624 -1.929 8.149
O 0.795 -3.582 7.126
H 1.474 -2.973 9.644
H 2.767 -2.508 8.550
H 1.789 -1.252 9.337
H 1.118 -1.577 6.937
H -0.991 -2.647 8.890
H -1.312 -1.970 7.301
H -0.665 -0.928 8.585
H 0.506 -4.211 7.801
C -4.023 -8.627 -2.322
C -4.247 -7.125 -2.259
C -5.382 -6.695 -3.175
O -3.048 -6.449 -2.640
H -3.749 -8.939 -3.335
H -3.197 -8.920 -1.668
H -4.919 -9.173 -2.019
H -4.473 -6.830 -1.230
H -5.156 -6.940 -4.218
H -5.524 -5.612 -3.128
H -6.319 -7.184 -2.898
H -2.839 -6.704 -3.548
C -7.613 0.272 1.895
C -8.780 1.176 2.261
C -9.482 1.703 1.019
O -8.304 2.273 3.038
H -6.865 0.818 1.314
H -7.111 -0.090 2.796
H -7.949 -0.589 1.311
H -9.493 0.624 2.880
H -8.797 2.299 0.407
H -10.311 2.360 1.297
H -9.874 0.885 0.410
H -7.672 2.768 2.499
```

As for the molar mass: 1172.04 g mol⁻¹. The LUMO energy is -3.67 eV. The total energy comes out at -153223.601 eV. As for the charge: +1. The value obtained for the energy above the lowest of the compared OMol25 structures with the same formula, charge and spin is 836.09 kJ/mol. The calculation puts the HOMO-LUMO gap at 0.2674 Ha. The spin multiplicity is 1. As for the HOMO energy: -10.95 eV.

=====

(2)
Below is a cluster of 2 separate species, C42H69F7N2O4PS in total, with properties calculated with the ωB97M-V functional and the def2-TZVPD basis.

XYZ file:
```
126
Properties=species:S:1:pos:R:3
C 6.969 0.090 2.835
C 6.028 -0.488 1.788
C 5.319 -1.838 2.091
C 6.224 -2.917 2.703
C 3.959 -1.640 2.772
C 2.828 -1.562 1.934
C 2.867 -1.640 0.422
C 2.929 -0.231 -0.177
C 2.797 -0.219 -1.699
C 4.181 -0.408 -2.380
C 2.121 1.071 -2.213
C 2.385 2.361 -1.421
C 3.818 2.753 -1.183
C 4.148 3.536 -0.099
C 4.012 3.035 1.319
C 4.644 4.960 -0.272
C 1.581 -1.353 2.510
C 1.420 -1.235 3.885
C 2.514 -1.307 4.735
S 2.188 -1.126 6.492
O 1.099 -1.998 6.801
O 3.321 -1.228 7.355
C 1.473 0.616 6.655
F 1.297 1.203 5.451
F 0.280 0.488 7.230
C 2.300 1.586 7.544
F 2.594 1.061 8.731
F 1.493 2.649 7.775
C 3.574 2.154 6.834
F 4.039 1.301 5.912
F 3.248 3.277 6.185
F 4.513 2.457 7.715
C 3.796 -1.501 4.169
C 4.978 -1.567 5.100
N 5.011 -2.888 5.767
C -0.062 -0.986 4.117
O -0.763 -1.032 5.079
N -0.557 -0.648 2.836
C 0.253 -1.176 1.843
O -0.095 -1.394 0.708
H 7.764 -0.592 3.126
H 6.432 0.452 3.712
H 7.452 0.976 2.416
H 6.624 -0.673 0.889
H 5.261 0.229 1.499
H 5.071 -2.240 1.115
H 6.779 -3.423 1.913
H 6.947 -2.552 3.426
H 5.632 -3.689 3.192
H 1.913 -2.055 0.104
H 3.633 -2.312 0.042
H 3.798 0.335 0.150
H 2.059 0.303 0.223
H 2.148 -1.043 -2.006
H 4.967 -0.163 -1.663
H 4.319 -1.416 -2.766
H 4.291 0.287 -3.212
H 1.035 0.911 -2.185
H 2.361 1.253 -3.263
H 1.940 3.194 -1.977
H 1.870 2.330 -0.454
H 4.585 2.448 -1.896
H 4.912 2.441 1.499
H 4.003 3.829 2.066
H 3.134 2.402 1.471
H 5.638 5.038 -0.724
H 3.899 5.478 -0.870
H 4.692 5.446 0.702
H 4.904 -0.831 5.891
H 5.912 -1.385 4.581
H 5.905 -2.976 6.235
H 4.955 -3.630 5.083
H -1.559 -0.696 2.714
C -2.859 3.131 -4.698
C -3.272 2.750 -3.279
C -2.620 1.452 -2.801
C -3.212 0.161 -3.385
P -4.755 -0.452 -2.680
C -4.528 -0.469 -0.885
C -3.291 -1.150 -0.280
C -3.236 -2.679 -0.262
C -4.486 -3.365 0.281
C -4.980 -2.165 -3.185
C -5.176 -2.573 -4.654
C -6.515 -2.228 -5.306
C -7.745 -2.561 -4.470
C -6.217 0.601 -2.820
C -6.950 0.984 -4.117
C -6.107 1.408 -5.333
C -6.205 2.904 -5.629
H -3.088 2.346 -5.422
H -3.371 4.036 -5.021
H -1.786 3.324 -4.746
H -4.362 2.689 -3.215
H -2.975 3.556 -2.605
H -2.661 1.408 -1.710
H -1.559 1.481 -3.059
H -2.498 -0.650 -3.196
H -3.279 0.217 -4.474
H -5.450 -0.846 -0.435
H -4.492 0.586 -0.596
H -3.226 -0.806 0.755
H -2.390 -0.778 -0.773
H -2.383 -2.963 0.356
H -2.999 -3.068 -1.255
H -4.614 -3.162 1.345
H -4.410 -4.444 0.156
H -5.398 -3.049 -0.231
H -5.747 -2.612 -2.549
H -4.044 -2.640 -2.881
H -5.049 -3.657 -4.690
H -4.367 -2.154 -5.258
H -6.576 -2.763 -6.256
H -6.521 -1.172 -5.576
H -7.865 -3.640 -4.352
H -8.646 -2.181 -4.951
H -7.707 -2.119 -3.471
H -5.967 1.516 -2.276
H -6.951 0.104 -2.174
H -7.641 1.789 -3.861
H -7.602 0.158 -4.397
H -6.463 0.876 -6.217
H -5.061 1.121 -5.212
H -7.214 3.161 -5.954
H -5.520 3.187 -6.427
H -5.970 3.507 -4.750
```

As for the molar mass: 862.05 g mol⁻¹. The LUMO energy is -2.26 eV. The total energy comes out at -94982.620 eV. As for the charge: +1. The calculation puts the HOMO-LUMO gap at 0.2455 Ha. The spin multiplicity is 1. As for the HOMO energy: -8.94 eV.

=====

(3)
Below is a cluster of 3 separate species, C42H70FN7O8P2 in total, with properties calculated with the ωB97M-V functional and the def2-TZVPD basis.

XYZ file:
```
130
Properties=species:S:1:pos:R:3
C 10.550 0.968 -4.470
O 11.145 1.992 -3.705
C 10.517 3.258 -3.841
C 9.751 3.624 -2.575
C 8.545 2.707 -2.363
C 7.724 3.119 -1.152
C 6.515 2.318 -0.790
C 6.008 1.234 -1.365
F 6.569 0.676 -2.445
C 4.802 0.521 -0.862
O 4.598 -0.641 -1.085
C 3.842 1.384 -0.102
C 2.511 1.026 -0.069
C 1.621 1.850 0.619
C 0.153 1.432 0.612
C -0.297 0.862 -0.743
C -1.824 0.635 -0.766
C -2.188 -0.822 -0.586
O -1.595 -1.672 -1.594
C -0.794 -2.607 -1.040
O 0.396 -2.556 -1.034
C 2.064 3.013 1.269
C 1.012 3.815 2.024
O 1.471 4.472 3.196
C 1.465 3.708 4.331
C 1.306 4.406 5.527
C 1.321 3.765 6.754
C 1.500 2.382 6.804
C 1.652 1.690 5.614
C 1.642 2.329 4.378
C 3.426 3.387 1.212
C 3.930 4.669 1.853
C 3.186 5.892 1.318
C 2.758 5.941 -0.137
N 2.990 6.856 2.117
C 4.307 2.535 0.534
C 5.781 2.784 0.445
O 6.434 3.302 1.319
H 9.467 1.073 -4.573
H 10.999 0.882 -5.466
H 10.729 0.018 -3.962
H 11.297 4.011 -3.984
H 9.873 3.255 -4.726
H 10.460 3.505 -1.751
H 9.456 4.678 -2.578
H 7.985 2.600 -3.294
H 8.971 1.718 -2.171
H 8.382 3.144 -0.279
H 7.408 4.163 -1.275
H 2.206 0.138 -0.602
H -0.038 0.715 1.418
H -0.498 2.285 0.785
H -0.068 1.618 -1.497
H 0.203 -0.069 -0.996
H -2.246 0.977 -1.714
H -2.291 1.240 0.015
H -3.273 -0.924 -0.651
H -1.896 -1.185 0.404
H -1.258 -3.497 -0.583
H 0.611 4.590 1.363
H 0.157 3.208 2.311
H 1.180 5.482 5.498
H 1.218 4.368 7.646
H 1.513 1.899 7.771
H 1.817 0.621 5.672
H 1.770 1.754 3.471
H 4.978 4.862 1.660
H 3.712 4.658 2.916
H 3.604 5.821 -0.816
H 1.974 5.213 -0.348
H 2.338 6.929 -0.332
H 2.522 7.625 1.637
O -3.440 -5.427 -2.267
P -3.303 -6.145 -3.579
N -2.806 -4.851 -4.588
C -3.323 -4.515 -5.898
C -1.577 -4.168 -4.209
N -4.953 -6.553 -3.823
C -5.675 -6.398 -5.070
C -5.863 -6.362 -2.700
N -2.837 -7.397 -4.697
C -3.085 -8.757 -4.146
C -1.421 -7.385 -5.122
H -3.330 -5.365 -6.592
H -2.714 -3.744 -6.370
H -4.333 -4.106 -5.835
H -0.681 -4.733 -4.503
H -1.537 -4.030 -3.130
H -1.505 -3.175 -4.651
H -6.049 -5.375 -5.201
H -6.542 -7.067 -5.087
H -5.074 -6.673 -5.934
H -6.143 -5.310 -2.572
H -5.419 -6.716 -1.774
H -6.773 -6.946 -2.855
H -2.480 -8.951 -3.255
H -2.851 -9.511 -4.898
H -4.131 -8.886 -3.882
H -0.731 -7.373 -4.274
H -1.207 -6.528 -5.758
H -1.210 -8.267 -5.725
O -3.537 0.892 2.529
P -4.590 0.479 3.522
N -5.350 -0.786 2.646
C -6.771 -0.996 2.464
C -4.498 -1.896 2.252
N -5.525 1.917 3.519
C -6.972 1.970 3.443
C -4.955 3.086 2.861
N -5.281 0.039 5.057
C -4.808 0.926 6.155
C -5.016 -1.342 5.510
H -7.334 -0.994 3.405
H -6.964 -1.962 1.997
H -7.202 -0.246 1.796
H -4.308 -2.598 3.077
H -3.533 -1.521 1.910
H -4.923 -2.465 1.425
H -7.330 1.895 2.409
H -7.333 2.921 3.846
H -7.447 1.196 4.044
H -5.042 3.029 1.770
H -3.905 3.205 3.118
H -5.465 3.991 3.202
H -3.729 0.841 6.311
H -5.316 0.669 7.085
H -5.040 1.967 5.944
H -3.950 -1.586 5.505
H -5.544 -2.068 4.895
H -5.393 -1.476 6.524
```

As for the molar mass: 882.01 g mol⁻¹. The LUMO energy is -0.60 eV. The total energy comes out at -92792.407 eV. The value obtained for the energy above the lowest of the compared OMol25 structures with the same formula, charge and spin is 0.00 kJ/mol. The calculation puts the HOMO-LUMO gap at 0.2842 Ha. The spin multiplicity is 1. As for the HOMO energy: -8.33 eV.